(1)
{"formula": "C2H3O2Se", "method": "ωB97M-V/def2-TZVPD", "homo_lumo_gap_ev": [6.87, 6.87], "spin_multiplicity": 1, "total_charge": -1, "homo_energy_ev": [-3.2, -3.2], "symbols": ["C", "C", "O", "O", "Se", "H", "H", "H"], "coordinates": [[-0.01, -1.25, 0.32], [-0.31, -0.18, -0.69], [1.24, -1.34, 0.76], [-0.88, -1.99, 0.70], [1.16, 0.51, -1.68], [-0.33, 0.68, 0.95], [-1.29, -0.04, -0.94], [1.60, -0.54, 0.28]]}


(2)
{"formula": "C2H3O2Tb", "method": "ωB97M-V/def2-TZVPD", "homo_lumo_gap_ev": [6.34, 11.04], "spin_multiplicity": 7, "total_charge": 2, "homo_energy_ev": [-19.8, -21.1], "symbols": ["H", "C", "C", "H", "O", "O", "H", "Tb"], "coordinates": [[-1.29, 1.12, -1.16], [-1.31, 0.23, -0.54], [-1.70, -0.42, 0.42], [-2.38, -0.61, 1.25], [1.62, 0.80, -0.59], [2.27, -0.40, -0.04], [2.11, -1.09, -0.70], [0.68, 0.37, 1.37]]}


(3)
{"formula": "C2H3O2Zn", "method": "ωB97M-V/def2-TZVPD", "homo_lumo_gap_ev": 5.97, "spin_multiplicity": 1, "total_charge": 1, "homo_energy_ev": -13.7, "symbols": ["C", "C", "O", "O", "H", "H", "Zn", "H"], "coordinates": [[0.81, 0.28, 0.14], [-0.43, 0.46, 0.77], [-1.52, -0.19, 0.33], [0.70, -0.60, -0.92], [0.32, 1.56, 0.16], [1.50, -0.64, -1.46], [-1.06, -1.45, -0.88], [-0.31, 0.58, 1.86]]}


(4)
{"formula": "C2H3O3S", "method": "ωB97M-V/def2-TZVPD", "homo_lumo_gap_ev": 5.32, "spin_multiplicity": 1, "total_charge": -1, "homo_energy_ev": -1.6, "symbols": ["C", "C", "O", "O", "O", "S", "H", "H", "H"], "coordinates": [[-0.10, 1.83, 2.77], [-0.39, -0.57, -0.57], [1.05, 1.92, 2.69], [-1.18, 1.89, 3.15], [0.85, -0.24, -1.24], [-0.74, 0.34, 1.01], [-0.03, -1.64, -0.24], [0.90, 0.71, -1.59], [-1.65, 1.16, 0.68]]}


(5)
{"formula": "C2H3OP", "method": "ωB97M-V/def2-TZVPD", "homo_lumo_gap_ev": 8.87, "spin_multiplicity": 1, "total_charge": 0, "homo_energy_ev": -8.9, "symbols": ["C", "C", "O", "P", "H", "H", "H"], "coordinates": [[-0.02, -1.22, 0.45], [0.35, 0.88, -0.15], [-1.04, 0.83, -0.37], [-1.50, -0.74, -0.20], [0.57, -2.08, 0.65], [0.66, 1.54, 0.65], [0.97, 0.80, -1.03]]}


(6)
{"formula": "C2H3OPS", "method": "ωB97M-V/def2-TZVPD", "homo_lumo_gap_ev": [6.60, 6.60], "spin_multiplicity": 1, "total_charge": 0, "homo_energy_ev": [-7.0, -7.0], "symbols": ["C", "C", "O", "P", "S", "H", "H", "H"], "coordinates": [[2.46, 0.23, -0.31], [-1.62, -0.03, 0.14], [3.29, 0.94, -0.67], [0.00, 0.46, 0.79], [1.50, -1.03, -0.06], [-2.42, 0.28, 0.83], [-1.86, 0.22, -0.85], [-1.35, -1.07, 0.14]]}


These records have electronic energy values of -71562.9964 -28625.9401 -54622.9364 -19098.9721 -13454.8172 -24291.3549 eV, in the order they appear.
These records have relative energy (zero: lowest compared OMol25 entry of this formula, charge and spin) values of 236.5 261.1 178.7 316.5 283.8 191.1 kJ/mol, in the order they appear.